# 1
8
Properties=species:S:1:pos:R:3:forces:R:3:nbo_charge:R:1 method="wB97M-V/def2-TZVPD" energy_ev=-19081.637 charge=0 homo_energy_ev=-9.42
C -0.39933 0.38365 0.18263 -1.9300 2.3319 -0.1531 0.04
C 0.16533 -0.89773 0.11649 4.0580 -6.2804 3.4063 0.68
H -1.04014 -0.22928 1.72497 -0.4940 -0.2948 0.6616 0.51
H 1.73119 -1.97556 -0.81091 -4.9990 2.9816 -1.1218 0.52
O -1.27793 0.53982 1.17820 0.7061 0.1437 -0.3988 -0.61
O 0.70539 -1.26853 -1.09860 3.7137 -2.8704 3.6115 -0.64
O 0.33721 -1.53449 1.26340 -0.8818 2.5064 -5.5534 -0.61
S 0.16222 1.46219 -0.84080 -0.1730 1.4821 -0.4522 0.11

# 2
8
Properties=species:S:1:pos:R:3:forces:R:3:lowdin_spin:R:1 method="wB97M-V/def2-TZVPD" energy_ev=-12938.249 multiplicity=2 charge=0 homo_energy_ev="-9.15 / -9.32"
O 1.56636 -1.05360 2.49428 -2.5175 0.9319 -1.9574 0.16
C 0.56453 -0.84126 1.91025 1.5789 1.0496 -0.3401 0.36
O 0.03951 0.15734 0.67950 2.4325 -1.1283 2.8983 0.35
C -0.01525 0.63691 -1.23344 -1.3062 -1.5976 -2.4424 0.03
O -1.15340 0.10392 -1.46911 1.9828 1.6914 -0.3532 0.08
H 0.86802 0.01446 -1.48946 -0.2082 0.6013 0.5340 0.00
H 0.07472 1.73559 -1.35422 0.0935 -0.4078 0.8891 0.00
Tl -1.94449 -0.75335 0.46220 -2.0557 -1.1406 0.7717 0.02